No. 1
The following is a DFT calculation (ωB97M-V/def2-TZVPD) of a structure of composition C38H54N4O13S.

lowest unoccupied orbital energy: -0.70 eV
multiplicity: 1

Structure (XYZ):
```
110
C38H54N4O13S ωB97M-V/def2-TZVPD
C 2.91 -2.53 -1.15
C 1.65 -1.55 -1.26
C 1.99 -0.15 -1.88
O 1.38 0.11 -3.16
C 0.00 0.17 -2.98
C -0.64 1.27 -2.31
C 0.10 2.51 -1.77
C -0.69 3.84 -2.04
N -0.20 4.93 -1.59
C -2.17 1.18 -2.11
C -2.91 0.05 -2.58
C -4.44 0.03 -2.27
C -4.65 0.57 -0.81
C -3.78 0.11 0.39
N -5.60 1.40 -0.58
C -2.29 -1.10 -3.32
N -2.85 -2.22 -3.82
S -1.59 -3.10 -4.46
N -0.33 -2.08 -4.13
C -0.80 -0.98 -3.49
H 2.72 -3.43 -1.78
H 3.84 -2.02 -1.50
H 2.94 -2.87 -0.09
H 1.23 -1.37 -0.23
H 0.87 -2.12 -1.81
H 3.10 -0.07 -2.03
H 1.74 0.64 -1.12
H 1.11 2.65 -2.23
H 0.27 2.37 -0.67
H -1.62 3.78 -2.65
H -0.85 5.67 -1.90
H -2.68 2.01 -1.59
H -4.74 -1.06 -2.24
H -5.01 0.60 -3.04
H -3.37 -0.92 0.27
H -4.31 0.23 1.35
H -2.88 0.78 0.43
H -6.08 1.57 -1.47
O -3.19 -0.38 2.94
C -3.88 -0.42 3.93
O -5.00 0.33 4.09
C -5.52 0.13 5.41
C -4.96 -1.21 5.86
C -3.61 -1.25 5.16
H -5.19 0.95 6.05
H -6.61 0.13 5.38
H -4.90 -1.31 6.95
H -5.59 -2.02 5.49
H -2.83 -0.77 5.75
H -3.32 -2.26 4.89
O -2.60 -4.15 4.99
C -2.24 -4.49 3.89
O -0.99 -4.29 3.42
C -0.91 -4.70 2.04
C -2.06 -5.67 1.86
C -3.10 -5.13 2.83
H -1.01 -3.81 1.41
H 0.05 -5.16 1.85
H -2.41 -5.73 0.83
H -1.75 -6.67 2.17
H -3.73 -4.36 2.37
H -3.71 -5.92 3.25
O -1.75 2.10 -4.84
C -1.81 1.73 -5.96
O -2.14 2.48 -7.05
C -2.22 1.62 -8.20
C -1.37 0.41 -7.85
C -1.58 0.33 -6.34
H -3.26 1.37 -8.38
H -1.83 2.15 -9.08
H -1.66 -0.49 -8.38
H -0.32 0.61 -8.06
H -2.46 -0.26 -6.09
H -0.70 -0.06 -5.83
O 2.23 -5.21 2.47
C 2.27 -4.12 2.96
O 1.88 -2.99 2.31
C 2.16 -1.84 3.13
C 2.24 -2.38 4.55
C 2.79 -3.78 4.34
H 3.10 -1.40 2.81
H 1.37 -1.11 3.02
H 2.86 -1.76 5.22
H 1.23 -2.44 4.98
H 3.88 -3.79 4.32
H 2.41 -4.48 5.08
O 2.94 9.88 -4.80
C 2.99 8.86 -4.19
O 3.96 8.58 -3.27
C 3.80 7.23 -2.80
C 2.34 6.88 -3.07
C 2.05 7.68 -4.33
H 4.48 6.58 -3.35
H 4.04 7.18 -1.74
H 2.17 5.81 -3.17
H 1.72 7.25 -2.25
H 2.30 7.13 -5.23
H 1.01 8.02 -4.36
O 4.15 -1.06 6.18
C 5.11 -0.93 5.47
O 5.06 -0.94 4.12
C 6.39 -0.87 3.58
C 7.23 -0.26 4.69
C 6.54 -0.78 5.94
H 6.71 -1.88 3.32
H 6.39 -0.25 2.68
H 8.29 -0.53 4.62
H 7.16 0.83 4.65
H 6.92 -1.76 6.24
H 6.61 -0.07 6.76
```

No. 2
The following is a DFT calculation (ωB97M-V/def2-TZVPD) of a structure of composition C38H55BBr2F3InN8O3P.

charge: -1
lowest unoccupied orbital energy: 2.05 eV
multiplicity: 1

Structure (XYZ):
```
112
C38H55BBr2F3InN8O3P ωB97M-V/def2-TZVPD
C 1.92 -0.50 5.80
P 0.59 0.81 5.71
C -0.56 0.06 6.97
In -0.62 0.48 3.46
C -0.01 2.20 2.18
C -0.69 2.20 0.81
C -0.13 1.20 -0.24
C 1.27 0.71 -0.04
O 1.61 -0.44 -0.01
O 2.20 1.70 0.02
C 0.08 -1.48 2.66
C -0.73 -2.67 3.20
C -1.62 -3.25 2.13
F -2.42 -2.26 1.64
Br -2.85 -4.57 2.89
C -0.81 -3.92 0.94
F -1.10 -5.22 0.80
F 0.51 -3.86 1.18
Br -1.16 -3.08 -0.77
B -2.89 0.53 3.95
N -3.68 -0.57 4.55
O -3.62 1.68 3.68
H 1.46 -1.49 5.94
H 2.56 -0.30 6.66
H 2.52 -0.51 4.89
H 0.01 -0.12 7.89
H -0.94 -0.91 6.64
H -1.39 0.73 7.20
H -0.34 3.09 2.72
H 1.08 2.29 2.11
H -1.73 1.89 0.96
H -0.74 3.19 0.36
H -0.76 0.31 -0.34
H -0.12 1.69 -1.22
H 2.97 1.32 0.45
H -0.01 -1.43 1.58
H 1.14 -1.62 2.89
H -1.39 -2.38 4.02
H -0.10 -3.48 3.59
H -3.32 -0.77 5.48
H -3.58 -1.43 4.03
H -3.06 2.46 3.79
N -4.20 -1.21 -0.64
C -4.98 -2.32 -0.68
C -6.01 -2.07 -1.55
C -5.84 -0.75 -2.05
C -4.70 -0.25 -1.47
H -3.37 -1.11 -0.08
H -4.74 -3.19 -0.10
H -6.81 -2.76 -1.80
H -6.47 -0.23 -2.76
H -4.22 0.71 -1.57
N 0.80 -0.27 -3.25
C -0.45 -0.59 -3.69
C -0.72 0.18 -4.79
C 0.42 1.00 -5.03
C 1.34 0.69 -4.06
H 1.24 -0.68 -2.45
H -1.05 -1.33 -3.18
H -1.64 0.16 -5.36
H 0.55 1.73 -5.81
H 2.32 1.09 -3.87
N 2.60 3.87 -2.22
C 1.89 5.03 -2.23
C 2.21 5.72 -3.37
C 3.17 4.93 -4.07
C 3.38 3.80 -3.33
H 2.55 3.17 -1.49
H 1.21 5.27 -1.43
H 1.82 6.68 -3.66
H 3.64 5.17 -5.01
H 4.03 2.95 -3.51
N -0.25 0.07 -8.18
C 0.48 -0.18 -9.30
C -0.02 0.61 -10.31
C -1.10 1.36 -9.76
C -1.22 1.00 -8.45
H -0.11 -0.36 -7.27
H 1.29 -0.88 -9.29
H 0.35 0.65 -11.32
H -1.72 2.07 -10.28
H -1.90 1.33 -7.68
N -1.30 -1.69 -12.18
C -0.10 -2.18 -12.62
C -0.36 -3.03 -13.67
C -1.77 -3.05 -13.86
C -2.31 -2.21 -12.93
H -1.40 -1.04 -11.42
H 0.82 -1.89 -12.16
H 0.38 -3.58 -14.23
H -2.31 -3.62 -14.60
H -3.34 -1.94 -12.73
N -0.19 -0.66 10.78
C 0.87 0.12 11.13
C 0.54 0.78 12.29
C -0.77 0.37 12.64
C -1.19 -0.52 11.69
H -0.22 -1.25 9.96
H 1.76 0.16 10.53
H 1.17 1.48 12.82
H -1.35 0.69 13.50
H -2.12 -1.06 11.59
N 5.65 -0.81 7.50
C 5.34 0.51 7.69
C 5.99 1.23 6.72
C 6.72 0.30 5.92
C 6.49 -0.95 6.43
H 5.30 -1.56 8.07
H 4.68 0.83 8.48
H 5.95 2.30 6.59
H 7.34 0.53 5.07
H 6.84 -1.91 6.12
```

No. 3
The following is a DFT calculation (ωB97M-V/def2-TZVPD) of a structure of composition C38H55BrN6OTa.

charge: +3
ΔE to the lowest compared entry with this formula, charge and spin: 0.000 eV
lowest unoccupied orbital energy: -8.28 eV
multiplicity: 1

Structure (XYZ):
```
102
C38H55BrN6OTa ωB97M-V/def2-TZVPD
Ta -1.32 -1.02 -0.69
C -2.92 1.26 -3.51
C -3.04 2.24 -2.34
C -2.55 1.74 -0.97
N -2.84 0.32 -0.73
C -4.15 -0.07 -0.52
C -5.17 0.83 -0.31
C -6.54 0.63 -0.11
C -7.27 -0.53 -0.15
C -6.76 -1.82 -0.35
C -5.45 -2.23 -0.41
C -4.25 -1.50 -0.35
N -3.06 -2.12 -0.22
C -3.03 -3.53 0.21
C -1.68 -3.87 0.81
C -0.62 -4.04 -0.27
N -0.68 -2.95 -1.25
C -0.42 -3.16 -2.57
C -0.34 -4.45 -3.14
C 0.07 -4.87 -4.38
C 0.59 -4.13 -5.44
C 0.70 -2.76 -5.50
C 0.25 -1.81 -4.58
C -0.33 -1.94 -3.34
N -0.75 -0.85 -2.61
C -0.48 0.51 -3.10
C -1.51 1.07 -4.08
H -3.35 0.29 -3.23
H -3.54 1.64 -4.32
H -2.51 3.17 -2.57
H -4.09 2.51 -2.25
H -1.47 1.88 -0.85
H -2.98 2.35 -0.17
H -4.88 1.87 -0.31
H -7.11 1.54 0.07
H -8.34 -0.45 -0.04
H -7.50 -2.61 -0.41
H -5.33 -3.31 -0.50
H -3.81 -3.67 0.97
H -3.26 -4.19 -0.63
H -1.40 -3.11 1.54
H -1.75 -4.80 1.36
H 0.38 -4.05 0.17
H -0.76 -5.01 -0.74
H -0.63 -5.26 -2.49
H 0.01 -5.94 -4.54
H 0.94 -4.69 -6.30
H 1.15 -2.35 -6.40
H 0.36 -0.79 -4.94
H -0.41 1.17 -2.23
H 0.52 0.53 -3.54
H -1.13 2.03 -4.43
H -1.58 0.42 -4.95
C 2.81 1.54 5.54
C 3.31 0.29 4.79
C 4.81 0.44 4.56
C 3.06 -0.96 5.64
C 2.53 0.16 3.48
C 1.15 0.03 3.51
C 0.47 -0.11 2.32
Br -1.42 -0.36 2.30
C 1.09 -0.13 1.08
O 0.31 -0.27 -0.02
C 2.48 -0.03 1.02
C 3.16 0.12 2.23
C 3.23 -0.12 -0.32
C 2.83 1.06 -1.22
C 4.75 -0.05 -0.13
C 2.92 -1.45 -1.02
H 3.36 1.66 6.47
H 1.75 1.46 5.79
H 2.96 2.44 4.94
H 5.31 0.55 5.52
H 5.05 1.32 3.96
H 5.24 -0.44 4.07
H 3.61 -0.88 6.58
H 3.41 -1.85 5.13
H 2.01 -1.08 5.89
H 0.60 0.02 4.45
H 4.23 0.18 2.20
H 3.14 2.01 -0.77
H 1.75 1.09 -1.39
H 3.33 0.98 -2.18
H 5.07 0.88 0.34
H 5.24 -0.11 -1.10
H 5.12 -0.89 0.47
H 1.86 -1.56 -1.25
H 3.22 -2.29 -0.39
H 3.48 -1.52 -1.95
N 1.89 6.68 1.51
C 1.79 5.42 2.35
C 0.71 4.46 1.84
N 1.02 3.63 0.70
H 2.60 7.32 1.87
H 1.00 7.18 1.50
H 2.14 6.47 0.54
H 1.58 5.75 3.36
H 2.78 4.96 2.33
H -0.21 5.02 1.65
H 0.49 3.80 2.68
H 1.72 2.92 0.90
H 1.28 4.13 -0.15
```

No. 4
The following is a DFT calculation (ωB97M-V/def2-TZVPD) of a cluster of 8 separate species, C38H55F21N3O16 in total.

charge: +1
lowest unoccupied orbital energy: -3.13 eV
multiplicity: 1

Structure (XYZ):
```
133
C38H55F21N3O16 ωB97M-V/def2-TZVPD
C -1.29 -0.08 -1.34
C -2.47 1.04 -1.31
C -3.85 0.25 -1.44
C -5.15 1.19 -1.17
N -5.81 0.89 0.14
C -7.12 0.20 -0.01
O -7.47 -0.28 1.33
C -8.21 1.32 -0.36
C -9.34 0.81 -1.41
N -8.54 0.32 -2.61
C -8.04 -1.04 -2.25
N -7.38 -1.77 -3.39
C -6.49 -1.04 -3.95
O -5.86 -0.17 -4.52
C -7.10 -1.09 -0.96
H -0.77 -0.12 -2.36
H -1.71 -1.13 -1.13
H -0.51 0.20 -0.55
H -2.42 1.69 -0.38
H -2.33 1.65 -2.27
H -3.84 -0.68 -0.77
H -3.89 -0.16 -2.52
H -4.75 2.27 -1.19
H -5.82 1.06 -2.08
H -5.20 0.21 0.61
H -6.73 -0.84 1.67
H -7.76 2.27 -0.83
H -8.79 1.68 0.56
H -10.05 1.65 -1.69
H -9.93 -0.04 -0.91
H -9.14 0.29 -3.47
H -7.82 1.04 -2.76
H -8.97 -1.67 -2.01
H -6.04 -1.39 -1.29
H -7.46 -1.99 -0.34
C 5.14 0.54 -1.78
C 5.31 -0.79 -1.08
O 4.15 -1.10 -0.29
C 3.12 -1.66 -0.94
O 3.11 -1.90 -2.12
C 1.98 -1.98 0.03
F 1.74 -0.97 0.89
F 2.24 -3.06 0.78
F 0.81 -2.22 -0.60
H 4.91 1.33 -1.06
H 6.05 0.81 -2.32
H 4.31 0.51 -2.50
H 6.15 -0.74 -0.39
H 5.52 -1.60 -1.79
C 0.88 -0.45 4.49
C 2.35 -0.17 4.29
O 2.79 0.87 5.18
C 3.11 0.49 6.43
O 3.05 -0.64 6.83
C 3.60 1.69 7.24
F 2.84 2.78 7.06
F 4.86 2.03 6.89
F 3.62 1.45 8.56
H 0.29 0.46 4.38
H 0.53 -1.19 3.76
H 0.69 -0.84 5.49
H 2.52 0.20 3.27
H 2.96 -1.07 4.41
C -1.97 -5.97 -1.55
C -3.29 -5.42 -2.06
O -4.28 -5.45 -1.03
C -4.27 -4.42 -0.17
O -3.49 -3.50 -0.22
C -5.41 -4.55 0.84
F -5.53 -5.80 1.33
F -6.61 -4.23 0.29
F -5.25 -3.74 1.91
H -2.10 -6.96 -1.13
H -1.23 -6.02 -2.35
H -1.56 -5.33 -0.75
H -3.65 -6.06 -2.87
H -3.17 -4.42 -2.47
C -4.78 2.33 -6.04
C -3.35 2.59 -5.63
O -3.10 4.00 -5.56
C -3.47 4.61 -4.41
O -3.99 4.04 -3.48
C -3.10 6.09 -4.45
F -3.40 6.67 -5.63
F -1.78 6.28 -4.25
F -3.74 6.80 -3.50
H -5.01 2.84 -6.98
H -4.95 1.26 -6.18
H -5.48 2.70 -5.30
H -2.67 2.19 -6.38
H -3.11 2.11 -4.68
C 3.10 6.13 6.50
C 4.08 5.77 5.40
O 3.47 5.91 4.11
C 3.47 7.16 3.59
O 3.93 8.12 4.14
C 2.84 7.16 2.20
F 1.71 6.42 2.15
F 3.68 6.65 1.27
F 2.51 8.39 1.78
H 2.18 5.55 6.40
H 3.54 5.95 7.48
H 2.82 7.19 6.44
H 4.37 4.72 5.50
H 5.00 6.36 5.47
C 6.24 -6.70 -4.76
C 4.93 -6.13 -5.26
O 3.94 -6.14 -4.23
C 3.97 -5.11 -3.36
O 4.76 -4.21 -3.41
C 2.83 -5.23 -2.35
F 2.69 -6.49 -1.88
F 1.64 -4.89 -2.89
F 3.00 -4.44 -1.28
H 6.09 -7.70 -4.34
H 6.97 -6.76 -5.57
H 6.66 -6.09 -3.96
H 4.55 -6.75 -6.08
H 5.06 -5.12 -5.66
C 6.92 0.23 5.77
C 7.90 1.28 5.31
O 8.75 0.77 4.27
C 8.25 0.79 3.02
O 7.16 1.20 2.74
C 9.28 0.26 2.03
F 9.90 -0.86 2.47
F 10.25 1.17 1.78
F 8.73 -0.06 0.84
H 7.45 -0.68 6.08
H 6.32 0.59 6.60
H 6.24 -0.06 4.96
H 8.55 1.57 6.14
H 7.38 2.19 4.97
```

Calculated values (eV) of orbital gap for the records, taken in order: 7.65, 6.14, 6.66, 9.22.
Calculated values (a.u.) of electronic energy for the records, taken in order: -3075.67156, -8148.75901, -4515.04471, -4946.04810.
Calculated values (eV) of E_HOMO for the records, taken in order: -8.4, -4.1, -14.9, -12.4.